A cluster of 2 separate species, C4H4F4O in total at a distorted geometry. Source: the OMol25 dataset; level of theory: wB97M-V/def2-TZVPD.

Atoms and positions in Å:
C (0.862, -1.462, 0.468)
C (1.952, -0.621, -0.087)
C (-1.615, 0.819, -0.647)
C (-0.894, 0.551, 0.728)
O (0.263, -2.445, 0.506)
F (-2.133, 2.115, -0.591)
F (-0.657, 0.792, -1.624)
F (-1.730, 0.199, 1.688)
F (-0.185, 1.622, 1.099)
H (2.634, -1.450, -0.636)
H (2.471, -0.263, 0.769)
H (1.425, 0.073, -0.704)
H (-2.393, 0.071, -0.969)

The calculation puts the gap between HOMO and LUMO (alpha / beta) at 7.18 / 8.35 eV. Its highest occupied orbital energy (alpha / beta) is -7.313 / -8.247 eV. The energy relative to the best compared isomer or geometry (same formula, charge and spin) comes out at 2.6743 eV. For the energy, the calculation gives -629.38110 a.u.

***

An isolated molecule of C4H4FN3O2 at a distorted geometry. Source: the OMol25 dataset; level of theory: wB97M-V/def2-TZVPD.

Atoms and positions in Å:
C (-0.900, 0.994, 1.157)
N (-0.270, -0.148, 0.588)
C (-0.006, -1.355, 1.085)
N (0.611, -2.186, 0.274)
C (0.830, -1.463, -0.821)
F (1.491, -1.855, -1.907)
C (0.320, -0.183, -0.672)
N (0.458, 0.944, -1.544)
O (1.017, 0.794, -2.626)
O (0.242, 2.056, -1.079)
H (-1.696, 1.321, 0.365)
H (-1.441, 1.085, 2.109)
H (-0.137, 1.798, 1.056)
H (-0.520, -1.800, 2.015)

The calculation puts the gap between HOMO and LUMO at 9.42 eV. Its highest occupied orbital energy is -9.930 eV. The structure (SMILES) is Cn1cnc(F)c1[N+](=O)[O-]. The energy relative to the best compared isomer or geometry (same formula, charge and spin) comes out at 3.8379 eV. For the energy, the calculation gives -569.30167 a.u.

***

An isolated molecule of C4H4FNOS at a distorted geometry. Source: the OMol25 dataset; level of theory: wB97M-V/def2-TZVPD.

Atoms and positions in Å:
C (2.021, -0.498, 1.814)
C (0.882, -0.408, 0.842)
O (0.776, 0.681, 0.027)
C (-0.389, 0.522, -0.603)
S (-0.775, 1.747, -1.842)
N (-1.017, -0.567, -0.327)
C (-0.220, -1.148, 0.582)
F (-0.634, -2.196, 1.324)
H (2.065, 0.370, 2.467)
H (3.010, -0.493, 1.305)
H (1.912, -1.335, 2.504)
H (-1.732, 0.995, -2.459)

The calculation puts the gap between HOMO and LUMO at 9.33 eV. Its highest occupied orbital energy is -8.664 eV. The structure (SMILES) is Cc1oc(S)nc1F. The energy relative to the best compared isomer or geometry (same formula, charge and spin) comes out at 0.2111 eV. For the energy, the calculation gives -782.84894 a.u.

***

An isolated molecule of C4H4IN at a distorted geometry. Source: the OMol25 dataset; level of theory: wB97M-V/def2-TZVPD.

Atoms and positions in Å:
C (0.524, -0.964, -0.067)
C (-0.862, -0.230, 0.099)
C (1.639, -0.303, -0.012)
C (-0.827, 1.309, -0.125)
N (0.146, 1.959, 0.068)
I (3.660, -0.342, 0.011)
H (0.271, -2.026, -0.261)
H (-1.087, -0.285, 1.202)
H (-1.740, -0.816, -0.481)
H (-1.724, 1.699, -0.435)

The calculation puts the gap between HOMO and LUMO at 6.51 eV. Its highest occupied orbital energy is -7.799 eV. The energy relative to the best compared isomer or geometry (same formula, charge and spin) comes out at 5.3609 eV. For the energy, the calculation gives -507.05592 a.u.